Record 1
ORCA calculation (the ωB97M-V functional and the def2-TZVPD basis) on C32H21ClGaIN2O8PS4 as an isolated structure at a distorted geometry.

Summary:
Total energy   -178516.631 eV
Lowest unoccupied orbital energy   1.4182 eV
Charge   -1
Energy relative to the best compared isomer or geometry (same formula, charge and spin)   30.6 kJ/mol
Multiplicity   1

```
71
Properties=species:S:1:pos:R:3:forces:R:3:mulliken_charge:R:1
C 1.6459 0.1531 -1.6733 -0.087 0.036 -0.044 -0.705
C -2.0727 1.2065 -1.4988 -0.132 -0.280 0.191 0.015
H -1.2118 -5.3229 -4.4665 0.007 0.013 0.017 0.376
C -0.1213 -2.9599 -1.5662 0.235 0.099 0.062 -0.519
Ga -0.9693 0.0547 1.1132 0.185 0.215 1.021 0.184
O -0.1361 6.1364 -0.6470 -0.062 0.131 0.032 -0.669
C 0.9712 -5.1722 2.0968 0.022 0.069 0.014 -0.699
C -5.5958 2.3732 -2.1765 0.052 -0.038 0.053 -0.596
C -3.5306 1.5092 -1.2835 0.017 -0.020 -0.023 0.531
H -2.8705 -3.8707 -3.3352 0.004 0.007 -0.001 0.457
H 2.4419 1.7548 -2.8492 -0.020 -0.007 -0.014 0.487
S -2.7788 -0.9836 3.8326 -0.067 -0.061 -0.003 -0.126
H 2.7686 2.9619 3.4794 0.002 -0.008 -0.013 0.586
C -4.1725 1.1976 -0.0922 -0.084 0.069 0.009 0.103
N 2.4941 5.6293 3.5746 -0.108 -0.207 -0.210 1.061
H 1.8315 -3.7736 -1.8997 -0.020 0.031 0.003 0.330
O 3.1264 5.1391 4.4840 0.072 -0.037 0.097 -0.625
S -1.9955 -1.7464 2.0704 0.002 -0.238 -0.064 -0.266
C -5.5284 1.4600 0.0632 0.084 -0.004 -0.037 -0.962
C 2.1745 3.3542 2.6674 0.047 -0.027 0.042 -0.403
O -1.6001 1.1659 -2.6127 0.100 0.104 -0.084 -0.755
O 2.2844 6.8167 3.4372 -0.014 0.110 -0.006 -0.638
C 1.1183 -3.0318 0.9900 0.086 0.055 -0.128 0.618
C -4.2466 2.0934 -2.3220 -0.053 -0.007 -0.005 -0.551
C 1.9825 -4.7946 2.9707 -0.021 0.009 -0.043 -0.561
O 0.9391 0.2381 1.4319 -0.246 -0.406 -0.191 0.343
H 3.3294 -3.2242 3.5469 -0.003 0.006 0.002 0.463
I -8.2601 2.4481 -0.7579 -0.086 0.021 0.010 0.040
C 1.9085 -1.0522 -1.0210 -0.031 0.038 -0.076 0.388
C -6.2238 2.0463 -0.9815 0.057 -0.003 -0.027 0.059
C -0.9016 -4.6712 -3.6591 -0.012 0.045 0.050 -0.418
O -0.6170 4.1409 -1.2884 -0.102 -0.087 -0.081 -0.614
C 0.4248 -4.6381 -3.2451 -0.019 0.045 0.043 -0.920
S -1.3831 0.4233 4.3291 -0.015 -0.002 -0.007 -0.162
C 1.9366 4.7096 2.5513 0.140 0.190 0.251 -0.293
C 0.5403 -4.2943 1.1135 0.019 -0.021 0.003 -0.638
O -1.3741 1.0050 -0.4092 0.129 0.219 -0.324 0.613
H 0.4122 2.3610 -0.0554 0.018 0.035 0.030 0.489
H 2.5495 -1.6548 1.8285 -0.009 -0.057 0.022 0.272
H -0.2622 -4.5933 0.4507 0.011 -0.004 -0.023 0.410
C 4.2090 -0.9059 -1.7173 -0.029 0.021 0.003 -0.778
C 3.9408 0.2875 -2.3738 -0.044 -0.015 0.017 -0.612
C 1.2040 5.2576 1.5230 -0.046 0.099 -0.072 -0.596
H -3.7277 2.3256 -3.2424 0.004 -0.011 0.004 0.481
C 3.1972 -1.5748 -1.0409 0.025 0.009 0.054 -0.226
Cl -2.6937 -2.0633 -1.2701 0.088 0.007 -0.021 -0.125
C 2.1213 -2.6500 1.8793 0.034 0.037 0.048 -0.361
N -0.0915 4.9277 -0.5359 0.276 -0.126 0.144 1.100
H -3.6260 0.7566 0.7313 -0.028 0.006 0.011 0.208
H 0.5091 -6.1474 2.1852 -0.002 0.002 -0.002 0.423
C 1.6228 2.4982 1.7294 -0.058 0.041 -0.025 0.315
C 2.5519 -3.5340 2.8602 -0.026 0.011 -0.027 -0.933
C 1.8634 1.0159 1.8723 0.260 0.193 0.012 -0.131
O 2.9224 0.6361 2.3429 -0.100 -0.004 0.050 -0.719
H 2.3180 -5.4780 3.7410 -0.001 0.003 -0.001 0.383
C 0.6949 4.3741 0.5948 -0.179 0.198 -0.150 -0.425
H 5.2113 -1.3155 -1.7226 0.004 0.003 0.003 0.416
C 0.8694 3.0098 0.6807 0.001 -0.157 -0.016 0.312
C -1.8324 -3.8625 -3.0335 0.038 -0.073 -0.058 -0.757
H 1.1666 -5.2648 -3.7234 -0.007 0.007 0.008 0.414
H 0.6409 0.5683 -1.6541 0.106 -0.045 -0.081 0.515
C 0.7952 -3.7915 -2.2158 0.111 -0.066 -0.017 -0.183
C 2.6568 0.8187 -2.3498 0.070 -0.067 0.037 -0.667
S -1.5987 1.6731 2.7140 0.002 0.276 -0.162 -0.344
H -6.0234 1.2164 0.9929 -0.007 -0.009 -0.005 0.452
H -6.1504 2.8372 -2.9802 -0.010 0.000 -0.001 0.365
P 0.4680 -1.8265 -0.2206 -0.340 -0.391 -0.239 1.207
C -1.4383 -3.0202 -1.9988 -0.240 0.037 -0.046 1.149
H 4.7326 0.8067 -2.8992 0.009 0.003 0.012 0.378
H 3.4240 -2.4896 -0.5063 -0.021 -0.010 -0.026 0.418
H 1.0346 6.3197 1.4466 0.012 -0.014 -0.001 0.614
```
Forces are in eV/Å.

***

Record 2
ORCA calculation (the ωB97M-V functional and the def2-TZVPD basis) on C32H22Br4IrN4O2S2 as an isolated structure at a distorted geometry.

Summary:
Total energy   -348249.673 eV
Lowest unoccupied orbital energy (alpha / beta)   -5.7658 / -8.8136 eV
Charge   +2
Energy relative to the best compared isomer or geometry (same formula, charge and spin)   810.5 kJ/mol
Multiplicity   6

```
67
Properties=species:S:1:pos:R:3:forces:R:3:lowdin_spin:R:1
Br -5.7637 -2.2628 -11.3830 0.140 -1.151 0.027 0.102
C -5.0524 -6.0939 -12.7685 -0.238 -5.785 -3.905 0.078
H -8.5879 -5.1046 -22.2189 -1.284 0.398 -1.841 -0.001
H -12.1118 -9.2954 -20.9042 0.319 0.082 0.096 0.000
C -5.1471 -9.7503 -19.9292 0.363 -2.976 -2.810 0.181
H -8.8812 -10.6927 -17.6443 -0.096 -0.505 0.485 0.000
Br -4.1285 -5.0595 -10.3618 -1.009 0.256 -1.238 0.005
C -5.8087 -6.0987 -14.0126 -0.715 5.363 2.040 0.143
Br -4.1275 -7.7555 -12.3974 -0.539 1.229 -0.194 0.020
C -9.8698 -10.6410 -18.1048 2.372 0.361 0.532 0.001
C -6.6928 -3.6496 -13.6373 4.081 -8.030 1.740 -0.020
H -11.8542 -0.2603 -20.2565 1.978 -2.050 -0.065 0.000
N -5.7516 -7.7876 -18.1151 -3.352 4.893 0.583 0.124
C -2.9070 -13.2038 -17.8025 -0.360 -0.606 0.469 0.292
C -6.2103 -7.6852 -19.4220 0.345 0.937 1.264 0.164
H -10.3680 -9.1612 -21.1984 -0.329 0.427 0.829 0.000
C -7.4999 -6.3020 -20.9667 -0.099 -1.907 -4.604 0.076
H -9.0964 -3.0006 -22.5037 -0.154 0.207 -0.192 0.001
C -11.1289 -9.4610 -20.4389 0.261 0.091 -0.744 0.000
C -8.7168 -4.4690 -20.1934 -5.248 3.287 2.119 0.090
C -8.3444 -4.7689 -18.8538 -0.060 -1.078 -1.488 0.038
H -5.9862 -9.1310 -22.3928 0.496 -1.525 -2.100 0.001
C -2.3982 -12.1966 -16.9979 4.129 -2.322 3.944 0.145
H -9.7155 -12.4466 -19.2497 -0.174 -0.109 0.095 0.000
C -11.0520 -1.1109 -20.4344 -2.089 1.552 -0.513 0.012
S -10.6527 -2.3112 -19.2613 -0.200 -0.269 -0.670 0.000
H -8.8792 -4.2989 -18.0289 0.721 0.063 0.071 0.001
C -6.5639 -4.9132 -14.4043 -2.014 4.214 0.337 0.169
C -11.0941 -8.6851 -19.1073 -1.194 0.039 -0.774 0.001
C -10.5934 -1.4346 -21.6746 1.684 -1.088 -1.928 0.001
H -2.7640 -14.2528 -17.6059 0.208 -0.151 -0.361 0.010
O -7.2323 -4.9652 -15.6070 0.912 -0.328 0.215 0.252
C -6.9849 -6.5875 -19.7393 -1.953 1.811 2.428 0.029
N -9.9771 -9.1959 -18.3213 0.584 1.497 1.378 0.015
C -5.9131 -3.8763 -12.3862 -1.223 2.807 -1.403 0.269
N -7.5254 -5.8026 -18.6367 1.764 -0.646 -0.573 0.103
C -10.9536 -10.9583 -20.2555 -0.286 -1.683 -2.342 0.000
H -12.0813 -8.8563 -18.5797 1.071 0.152 -0.319 0.001
C -6.3651 -8.3889 -21.8019 2.072 -0.725 6.646 0.018
C -5.1993 -8.8098 -17.6968 4.249 -6.064 1.990 0.076
H -10.5828 -11.0263 -17.4073 -0.814 -0.147 0.256 0.000
H -8.8818 -11.0917 -19.9002 1.538 0.509 -0.685 0.000
C -9.7600 -11.3727 -19.4035 -1.960 0.094 -0.130 0.001
C -9.7064 -2.6183 -21.7025 -3.378 0.067 3.003 0.016
C -4.7969 -9.8926 -18.6567 2.566 -0.091 9.408 0.181
C -5.1837 -5.0567 -12.0457 1.171 4.296 4.979 0.061
S -4.0348 -12.6073 -18.8502 -0.895 0.853 -0.082 0.093
C -7.0056 -7.2968 -22.1067 -1.344 1.199 0.815 -0.005
C -9.2866 -8.3999 -17.4807 -3.213 -3.274 -3.810 0.022
Ir -6.6686 -6.4026 -16.8755 -0.870 0.291 2.153 1.536
H -1.6890 -12.4548 -16.1002 -1.213 0.466 -2.085 0.001
C -9.9436 -3.3161 -20.4877 5.462 -0.668 -0.879 -0.002
H -11.0157 -7.6015 -19.3236 0.226 -0.566 0.426 0.000
N -8.6381 -7.6996 -16.8806 2.652 2.512 2.532 0.106
C -5.8611 -8.6854 -20.2529 -2.315 1.450 -7.355 0.045
H -10.8635 -11.4678 -21.3357 -0.366 1.081 2.365 0.000
H -2.5206 -10.0235 -16.8018 0.794 0.384 0.580 0.002
H -4.9380 -8.9214 -16.5461 -0.593 0.362 -2.506 0.001
Br -7.6804 -2.2838 -14.0164 -1.767 2.465 -1.012 -0.020
C -8.4756 -5.3066 -21.2128 4.061 -1.845 0.868 0.001
H -10.8131 -1.0214 -22.6894 -0.005 0.441 1.470 0.000
H -7.1704 -7.4207 -23.1818 -0.871 1.795 0.135 -0.001
H -11.8704 -11.3244 -19.7961 -0.085 -0.386 0.001 0.000
H -4.8312 -10.6165 -20.5299 -0.516 0.924 -0.734 0.007
C -2.7584 -10.9473 -17.2653 -2.273 1.924 0.583 0.092
O -5.8712 -6.8736 -14.9137 1.209 -6.069 -4.192 0.207
C -3.9074 -10.9685 -18.0263 -2.332 1.266 -5.332 0.261
```
Forces are in eV/Å.

***

Record 3
ORCA calculation (the ωB97M-V functional and the def2-TZVPD basis) on C32H22BrF4IN3PRu as an isolated structure.

Summary:
Total energy   -138869.264 eV
Lowest unoccupied orbital energy (alpha / beta)   -9.2775 / -11.2784 eV
Charge   +3
Energy relative to the best compared isomer or geometry (same formula, charge and spin)   78.6 kJ/mol
Multiplicity   2

```
65
Properties=species:S:1:pos:R:3:forces:R:3:lowdin_spin:R:1
H -4.4970 -1.0819 -3.9800 0.000 0.000 -0.001 0.000
C 3.4108 0.2259 2.8863 0.041 0.011 0.046 0.021
C 0.0403 -2.8455 -0.1534 0.036 -0.012 0.008 0.000
C 1.8532 -2.6578 -1.5325 0.001 0.021 -0.008 0.000
H -2.7045 -1.5337 -5.6097 0.001 0.003 -0.001 0.000
C 5.4236 1.3981 1.3522 -0.019 -0.003 0.003 0.154
H -0.3434 -1.0748 -5.0356 0.001 -0.004 0.000 0.000
H 4.8554 0.3484 4.4844 0.001 -0.002 -0.007 0.010
H 1.1307 -5.8984 -1.1026 -0.003 0.001 -0.002 0.000
H 2.6998 -0.5271 4.7809 -0.002 0.003 -0.001 0.000
C -3.1648 -0.3965 -2.4509 -0.013 0.004 -0.015 0.000
C -1.5430 2.3240 -0.6799 -0.039 -0.039 0.026 0.000
H -3.9588 -0.1938 -1.7428 0.007 0.013 -0.014 0.000
C -3.0347 4.2386 -0.5768 -0.008 -0.011 0.007 0.000
N 0.9181 -2.0560 -0.7926 -0.034 -0.078 -0.039 0.001
C -0.7474 4.5521 -1.2376 0.010 0.001 -0.005 0.000
C -3.6712 -1.6406 1.8538 0.003 0.001 -0.017 0.000
H 3.1641 1.2150 -1.0010 0.034 0.006 0.003 0.004
C -1.8365 -0.1527 -2.1154 0.017 -0.017 0.007 0.000
H -1.6039 1.6202 2.0727 0.003 0.015 -0.004 0.000
H -0.6388 -4.8159 0.2950 -0.003 -0.001 -0.009 0.000
C -2.1938 -0.0422 0.8219 0.030 -0.008 0.012 0.000
I 3.0954 -1.2673 -2.4865 0.056 -0.087 0.047 0.003
H 2.7684 -4.4355 -2.3044 0.000 -0.001 0.000 0.000
H -3.0056 -1.7767 -0.1763 0.030 -0.017 0.029 0.000
Ru 1.0085 0.0270 -0.9871 -0.461 -0.013 -0.338 0.005
C 0.0898 -4.2232 -0.2399 0.016 -0.028 -0.010 0.000
C -3.6427 -0.9052 3.0302 -0.006 0.008 0.002 0.000
C -0.8317 -0.3986 -3.0538 -0.015 -0.008 0.103 0.000
H 0.2348 -0.1402 -2.8849 0.125 0.100 0.038 0.000
F -2.2138 6.3688 -1.0878 0.002 -0.004 0.000 0.000
C -2.0045 5.0838 -0.9636 0.002 0.009 -0.001 0.000
F 0.2306 5.3438 -1.6423 -0.005 -0.003 0.001 0.000
C 1.9869 -4.0177 -1.6855 0.007 0.013 0.003 0.000
C 1.0723 -4.8214 -1.0150 -0.015 0.014 0.022 0.000
H -0.7198 -2.3540 0.4341 -0.053 0.039 0.020 0.000
H 6.1779 1.8545 0.7220 -0.005 0.007 0.002 0.004
H 0.0388 -0.6817 1.4798 -0.052 0.008 -0.033 0.000
H -2.8887 0.8457 4.0199 -0.001 0.002 -0.002 0.000
C -0.5488 3.1976 -1.0904 0.048 0.014 -0.037 0.001
C 4.6862 0.5598 3.4358 -0.004 0.004 -0.005 0.265
C 5.6871 1.1360 2.6696 -0.055 -0.025 0.003 0.018
H 6.6491 1.3763 3.1002 -0.003 0.003 0.006 -0.003
C -3.4662 -0.8955 -3.7106 0.001 -0.005 -0.005 0.000
C -2.4556 -1.1494 -4.6297 0.010 0.005 0.009 0.000
P -1.2285 0.5379 -0.5785 0.131 0.055 0.076 0.000
C 1.0036 -0.4228 1.8748 -0.007 -0.005 -0.031 0.006
H 0.4480 -1.1116 3.8196 0.005 0.003 0.002 0.000
C 2.4557 -0.3507 3.7409 0.039 0.005 0.000 0.024
N 4.0215 1.4227 -0.5117 -0.011 0.058 -0.046 0.251
C -2.1680 0.6956 2.0103 0.041 -0.033 0.010 0.000
F -3.8248 2.0975 -0.1262 -0.001 0.004 -0.005 0.000
C -2.7987 2.8747 -0.4522 -0.017 -0.001 0.013 0.000
C 3.0976 0.4615 1.5285 0.002 -0.005 0.027 0.062
C -2.9477 -1.2144 0.7479 -0.029 -0.007 -0.010 0.000
C 4.1644 1.0933 0.7553 0.042 0.032 0.012 0.128
H 4.7660 1.8918 -1.0117 -0.008 -0.009 0.004 0.004
C -1.1251 -0.8993 -4.3090 0.012 -0.021 -0.012 0.000
H -4.2224 -1.2311 3.8836 0.004 -0.002 0.002 0.000
C 1.2359 -0.6724 3.2237 -0.035 0.009 -0.040 0.010
H -4.2758 -2.5352 1.7879 0.004 0.000 0.001 0.000
C -2.8911 0.2629 3.1085 0.001 0.007 -0.003 0.000
F -4.2302 4.7238 -0.3402 0.001 -0.001 0.000 0.000
Br 1.1461 2.5223 -1.6344 -0.002 -0.036 0.088 0.001
N 1.8669 0.1213 1.0123 0.141 0.009 0.067 0.030
```
Forces are in eV/Å.